Record 1
C19H17N2O5S | the ωB97M-V functional and the def2-TZVPD basis

Calculated values
frontier orbital gap: 5.61 eV
highest occupied orbital energy: -3.2520 eV
energy relative to the best compared isomer or geometry (same formula, charge and spin): 0.0 kJ/mol
total charge: -1

```
44
Properties=species:S:1:pos:R:3:lowdin_charge:R:1
C 5.545 -1.813 3.541 -0.056
C 4.779 -1.880 2.251 -0.273
C 4.550 -0.712 1.518 -0.028
C 3.824 -0.747 0.328 -0.036
C 3.298 -1.955 -0.125 -0.280
S 2.399 -1.998 -1.669 0.714
N 0.672 -1.908 -1.120 0.038
C -0.297 -1.375 -1.632 -0.382
O -1.280 -1.045 -2.208 0.167
O 2.702 -0.793 -2.384 -0.287
O 2.503 -3.300 -2.255 -0.296
C 3.560 -3.131 0.569 -0.050
C 4.278 -3.089 1.763 -0.035
H 5.586 -2.789 4.025 0.071
H 6.572 -1.470 3.379 0.082
H 5.082 -1.103 4.232 0.084
H 4.947 0.236 1.884 0.120
H 3.661 0.162 -0.237 0.117
H 3.198 -4.073 0.175 0.114
H 4.457 -4.007 2.323 0.111
C -0.756 4.968 -2.662 -0.088
C -1.960 4.381 -1.995 -0.248
O -1.620 3.034 -1.584 -0.033
C -2.720 2.395 -1.100 -0.452
C -2.361 1.114 -0.482 -0.169
C -3.346 0.220 0.024 -0.186
C -4.724 0.561 -0.028 -0.032
C -5.690 -0.272 0.518 -0.118
C -5.331 -1.498 1.083 -0.145
C -3.977 -1.871 1.121 -0.120
C -2.992 -1.020 0.624 -0.051
C -1.009 0.975 -0.217 -0.278
N 0.142 0.881 0.022 0.128
O -3.829 2.928 -1.181 0.006
H -0.938 6.024 -2.868 0.068
H 0.133 4.891 -2.034 0.078
H -0.575 4.482 -3.623 0.075
H -2.240 4.946 -1.097 0.124
H -2.823 4.355 -2.670 0.118
H -4.992 1.512 -0.477 0.085
H -6.731 0.055 0.512 0.089
H -6.087 -2.155 1.511 0.077
H -3.680 -2.818 1.566 0.086
H -1.933 -1.299 0.678 0.096
```

Record 2
C19H17N3O2 | the ωB97M-V functional and the def2-TZVPD basis

Calculated values
frontier orbital gap: 7.79 eV
highest occupied orbital energy: -8.1711 eV
energy relative to the best compared isomer or geometry (same formula, charge and spin): 160.2 kJ/mol
SMILES string: O=C(CCc1ccccc1)N/N=C/c1ccc2cccc(O)c2n1

```
41
Properties=species:S:1:pos:R:3:lowdin_charge:R:1
O -4.983 -0.449 1.460 0.074
C -3.813 -0.153 1.380 -0.477
N -2.867 -1.142 1.259 0.057
N -1.569 -0.886 1.133 0.069
C -0.750 -1.821 0.860 -0.081
C 0.656 -1.531 0.675 -0.263
N 1.061 -0.296 0.879 0.170
C 2.346 0.010 0.662 -0.162
C 3.317 -0.932 0.233 -0.153
C 4.640 -0.499 0.032 -0.051
C 4.969 0.814 0.245 -0.077
C 4.018 1.754 0.661 -0.006
C 2.715 1.369 0.871 -0.263
O 1.757 2.228 1.260 0.066
H 0.938 1.700 1.320 0.090
H 4.298 2.784 0.817 0.116
H 5.986 1.143 0.089 0.105
H 5.383 -1.212 -0.292 0.108
C 2.860 -2.254 0.039 0.002
C 1.544 -2.552 0.254 -0.008
H 1.168 -3.553 0.105 0.108
H 3.558 -3.014 -0.284 0.118
H -1.072 -2.860 0.721 0.127
H -3.216 -2.103 1.185 0.167
C -3.275 1.254 1.359 -0.093
C -3.269 1.790 -0.088 -0.129
C -2.268 1.060 -0.938 -0.250
C -2.635 -0.074 -1.651 -0.060
C -1.699 -0.776 -2.389 -0.086
C -0.385 -0.341 -2.438 -0.094
C -0.015 0.801 -1.750 -0.089
C -0.949 1.491 -1.000 -0.046
H -0.654 2.381 -0.463 0.113
H 1.006 1.154 -1.798 0.107
H 0.347 -0.889 -3.014 0.102
H -1.995 -1.662 -2.932 0.102
H -3.662 -0.413 -1.622 0.117
H -3.021 2.852 -0.056 0.117
H -4.271 1.681 -0.506 0.122
H -3.934 1.877 1.965 0.123
H -2.263 1.266 1.759 0.107
```

Record 3
C19H17N5O5S | the ωB97M-V functional and the def2-TZVPD basis

Calculated values
frontier orbital gap: 7.06 eV
highest occupied orbital energy: -8.3583 eV
energy relative to the best compared isomer or geometry (same formula, charge and spin): 211.5 kJ/mol
SMILES string: CCOc1cc(C)nc(NC(=S)NC(=O)c2ccc(-c3ccc([N+](=O)[O-])cc3)o2)n1

```
47
Properties=species:S:1:pos:R:3:lowdin_charge:R:1
O -0.217 -1.603 1.954 0.064
O 10.133 1.540 2.720 0.087
O 9.369 2.902 1.268 0.098
S -0.521 1.777 -0.980 0.669
N -3.561 1.349 -0.806 0.200
N -4.216 -0.600 0.310 0.176
O 3.101 -0.157 1.801 0.079
O -5.210 2.641 -1.985 -0.020
C 0.657 -0.787 1.652 -0.352
C -0.842 0.635 0.211 -0.712
C 2.562 -2.261 2.614 0.051
C 3.969 -2.026 2.807 0.010
C 2.079 -1.076 2.024 -0.135
C 4.234 -0.793 2.299 -0.204
C -3.323 0.338 -0.009 -0.371
C -4.794 1.587 -1.198 -0.310
C -5.458 -0.386 -0.123 -0.322
C -5.789 0.729 -0.869 0.044
C 6.652 -0.592 2.833 0.003
C 5.611 1.111 1.489 0.006
C 7.887 0.059 2.727 0.023
C 6.846 1.770 1.408 0.038
C 5.485 -0.049 2.227 -0.139
C 8.011 1.291 2.039 -0.146
N 0.346 0.309 0.860 0.056
N -2.059 0.022 0.428 0.120
N 9.244 1.963 2.015 -0.383
C -6.484 -1.401 0.159 -0.033
C -3.249 3.141 -3.394 -0.087
C -4.192 3.617 -2.293 -0.229
H 1.982 -3.133 2.928 0.129
H 4.669 -2.718 3.279 0.122
H -6.774 0.886 -1.175 0.111
H 6.631 -1.511 3.418 0.112
H 4.788 1.544 0.933 0.124
H 8.729 -0.434 3.246 0.128
H 6.917 2.643 0.853 0.097
H 1.157 0.805 0.538 0.088
H -2.027 -0.805 1.014 0.130
H -6.262 -1.918 1.122 0.098
H -7.483 -0.982 0.212 0.080
H -6.422 -2.111 -0.652 0.086
H -2.581 2.372 -3.027 0.014
H -2.607 3.984 -3.661 0.079
H -3.790 2.739 -4.263 0.085
H -4.673 4.512 -2.702 0.114
H -3.657 3.946 -1.384 0.122
```

Record 4
C19H17NO5S | the ωB97M-V functional and the def2-TZVPD basis

Calculated values
frontier orbital gap: 9.10 eV
highest occupied orbital energy: -8.6165 eV
energy relative to the best compared isomer or geometry (same formula, charge and spin): 0.0 kJ/mol
SMILES string: COc1ccccc1[C@H](OC(=O)c1cccs1)C(=O)NCc1ccco1

```
43
Properties=species:S:1:pos:R:3:lowdin_charge:R:1
C -3.775 0.572 1.780 -0.065
H -4.105 1.560 1.461 0.099
O -2.657 0.267 0.978 -0.111
C -2.021 -0.932 1.171 -0.220
C -2.419 -1.883 2.101 -0.022
C -1.706 -3.063 2.239 -0.080
C -0.593 -3.306 1.457 -0.078
C -0.192 -2.361 0.529 -0.005
C -0.900 -1.183 0.367 -0.083
C -0.420 -0.129 -0.595 -0.159
H -1.256 0.439 -1.020 0.166
O 0.340 -0.716 -1.637 0.045
C 0.863 0.172 -2.501 -0.502
O 0.622 1.355 -2.470 0.113
C 1.725 -0.476 -3.481 -0.427
C 2.050 -1.802 -3.608 -0.094
C 2.926 -2.041 -4.679 -0.177
C 3.252 -0.898 -5.346 -0.401
S 2.501 0.492 -4.685 1.093
H 3.899 -0.795 -6.195 0.063
H 3.299 -3.014 -4.944 0.102
H 1.665 -2.560 -2.951 0.116
C 0.483 0.800 0.247 -0.448
O 1.664 0.590 0.387 0.108
N -0.198 1.803 0.836 0.104
H -1.201 1.821 0.722 0.135
C 0.333 2.498 1.993 -0.071
C -0.314 1.963 3.230 -0.253
C -0.333 0.701 3.750 -0.018
C -1.195 0.749 4.873 -0.065
C -1.638 2.033 4.948 -0.132
O -1.116 2.773 3.954 0.045
H -2.296 2.528 5.634 0.117
H -1.444 -0.060 5.528 0.101
H 0.201 -0.150 3.378 0.119
H 1.411 2.316 2.001 0.133
H 0.139 3.570 1.910 0.132
H 0.681 -2.523 -0.082 0.121
H -0.035 -4.222 1.572 0.102
H -2.028 -3.790 2.970 0.104
H -3.278 -1.713 2.729 0.105
H -4.587 -0.145 1.626 0.098
H -3.507 0.604 2.841 0.089
```

Record 5
C19H17NOsS2Se | the ωB97M-V functional and the def2-TZVPD basis

Calculated values
frontier orbital gap (alpha / beta): 7.28 / 5.11 eV
expectation value of S²: 6.030
highest occupied orbital energy (alpha / beta): -7.3728 / -7.9834 eV
energy relative to the best compared isomer or geometry (same formula, charge and spin): 138.0 kJ/mol
multiplicity: 5

```
41
Properties=species:S:1:pos:R:3:lowdin_spin:R:1
Os -0.472 0.634 0.585 2.036
C -4.136 3.130 -0.985 0.013
C -3.144 2.052 -0.612 0.100
S -1.779 2.572 0.356 0.185
C -3.292 0.774 -0.997 0.049
C -4.435 0.265 -1.846 -0.001
S -2.119 -0.418 -0.536 0.277
H -3.808 4.097 -0.609 0.001
H -5.122 2.920 -0.565 0.004
H -4.247 3.206 -2.070 0.003
H -5.243 0.993 -1.911 0.000
H -4.843 -0.659 -1.433 0.001
H -4.096 0.043 -2.862 0.000
C 0.693 0.352 4.813 0.008
C 1.368 -0.863 4.707 0.029
C 1.776 -1.351 3.473 0.010
C 1.511 -0.634 2.313 0.046
C 0.873 0.623 2.433 0.055
C 0.470 1.110 3.678 0.036
C 1.772 -1.141 0.969 0.159
C 0.974 -0.692 -0.037 0.105
C 1.202 -1.095 -1.448 0.005
C 1.594 -2.389 -1.784 -0.002
C 1.823 -2.742 -3.108 0.001
C 1.672 -1.803 -4.117 -0.002
C 1.281 -0.507 -3.797 0.002
C 1.041 -0.163 -2.476 0.008
H 0.375 0.718 5.781 0.000
H 1.577 -1.436 5.602 0.001
H 2.285 -2.305 3.400 0.000
H 1.045 1.403 1.625 0.016
H 0.011 2.088 3.751 0.001
H 2.564 -1.877 0.825 0.006
H 1.704 -3.130 -0.999 0.000
H 2.120 -3.755 -3.351 0.000
H 1.858 -2.077 -5.150 0.000
H 1.158 0.233 -4.580 0.000
H 0.737 0.845 -2.229 0.007
Se 3.602 1.278 0.081 0.667
C 4.533 0.200 1.197 0.066
N 5.117 -0.497 1.916 0.108
```